The following is a quantum chemistry calculation of a 2-piece molecular cluster, C5H15NOS overall at a distorted geometry, from the Open Molecules 2025 dataset.

As for the strongest force on any atom: 3.905 eV/Å. Its electronic energy is -727.62350 a.u. The calculation puts the LUMO energy at 0.025 Ha. Its SMILES is CCCNCCS.O. The calculation puts the molar mass at 137.25 g mol⁻¹. The HOMO energy is -8.95 eV.

ORCA input file:
```
! wB97M-V def2-TZVPD RIJCOSX def2/J DEFGRID3
* xyz 0 1
H -1.310 -0.933 1.277
H 0.010 -0.897 0.148
C 1.735 1.404 0.614
H 2.910 1.670 -1.505
H 0.916 -2.094 2.155
H -0.394 -0.616 -2.555
H 1.406 -2.880 1.023
C -1.452 -0.422 -2.263
H 2.408 0.529 0.622
O 1.736 -2.266 1.663
H -0.809 1.535 -0.100
S 1.613 1.623 -1.190
C 0.411 1.335 1.357
H -2.874 -0.670 -0.615
H 2.268 2.235 1.107
C -0.933 -0.477 0.356
H -2.118 -0.720 -3.054
H 0.216 2.228 1.994
H -1.570 0.697 -2.208
N -0.832 0.933 0.669
C -1.832 -0.849 -0.909
H 0.507 0.519 2.149
H -2.012 -1.884 -0.736
*
```

The following is a quantum chemistry calculation of one molecule with the formula C8H10N2O2Si at a distorted geometry, from the Open Molecules 2025 dataset.

As for the strongest force on any atom: 2.649 eV/Å. Its electronic energy is -860.36680 a.u. The calculation puts the LUMO energy at 0.011 Ha. Its SMILES is N#CC/C=C/[Si](O)(O)/C=C/CC#N. The calculation puts the molar mass at 194.27 g mol⁻¹. The HOMO energy is -10.24 eV.

ORCA input file:
```
! wB97M-V def2-TZVPD RIJCOSX def2/J DEFGRID3
* xyz 0 1
H -2.620 -0.019 -1.952
C 2.973 -2.347 -1.823
H -2.973 -2.163 -0.264
O -2.774 -1.447 0.321
N -0.448 3.244 3.458
C -1.347 1.070 0.888
Si -1.476 -0.482 -0.029
C 0.882 -1.644 -0.806
N 3.595 -2.311 -2.785
H 0.686 -1.169 -1.778
C -0.301 3.242 2.309
C 0.045 -1.518 0.191
H -0.321 1.751 -0.773
C -0.615 1.992 0.232
H -1.641 1.105 1.925
C 2.175 -2.369 -0.658
H -0.289 4.135 0.509
H 0.314 -1.947 1.153
H 2.776 -1.853 0.113
O -1.691 -0.077 -1.639
H 1.062 3.031 0.835
C -0.025 3.155 0.909
H 2.013 -3.377 -0.337
*
```

The following is a quantum chemistry calculation of C4H5LiO as an isolated structure at a distorted geometry, from the Open Molecules 2025 dataset.

As for the strongest force on any atom: 3.604 eV/Å. The expectation value of S² is 0.7559. Its electronic energy is -237.76183 a.u. The calculation puts the LUMO energy (spin up / spin down) at -0.144 / -0.218 Ha. The calculation puts the molar mass at 76.02 g mol⁻¹. The HOMO energy (spin up / spin down) is -12.85 / -13.99 eV.

ORCA input file:
```
! wB97M-V def2-TZVPD RIJCOSX def2/J DEFGRID3
* xyz 1 2
C 1.699 -1.431 0.794
C 0.435 -0.078 0.366
C 2.115 -1.757 2.121
C 0.914 -2.239 1.748
H 0.301 -3.137 1.707
H 2.812 -1.532 2.922
H 2.290 -1.746 -0.072
O 0.792 0.438 -0.742
Li 1.051 0.773 -2.278
H 0.475 0.087 1.597
H -0.591 -0.492 0.443
*
```

The following is a quantum chemistry calculation of a 4-piece molecular cluster, C3H12O3 overall at a distorted geometry, from the Open Molecules 2025 dataset.

As for the strongest force on any atom: 1.635 eV/Å. Its electronic energy is -347.17680 a.u. The calculation puts the LUMO energy at 0.020 Ha. Its SMILES is C=CC.O.O.O. The calculation puts the molar mass at 96.13 g mol⁻¹. The HOMO energy is -9.15 eV.

ORCA input file:
```
! wB97M-V def2-TZVPD RIJCOSX def2/J DEFGRID3
* xyz 0 1
C -2.443 -0.341 -1.380
H 4.271 -0.706 2.076
H 2.513 1.837 3.382
H -3.461 1.386 -0.584
C -1.518 -0.706 -2.258
C -3.311 0.870 -1.529
H 2.895 -1.471 2.271
H -4.322 0.642 -1.891
H 2.335 -0.599 -1.365
H 1.470 1.782 4.456
H -1.289 -0.276 -3.210
H -2.898 1.580 -2.239
H -2.463 -0.873 -0.432
O 1.684 -0.598 -0.656
H -0.970 -1.628 -2.042
H 2.172 -1.010 0.070
O 1.785 1.278 3.694
O 3.549 -1.167 1.639
*
```

The following is a quantum chemistry calculation of C14H37InN3O4 as an isolated structure at a distorted geometry, from the Open Molecules 2025 dataset.

As for the strongest force on any atom: 4.772 eV/Å. Its electronic energy is -1210.74352 a.u. The calculation puts the LUMO energy at 0.082 Ha. The calculation puts the molar mass at 426.28 g mol⁻¹. The HOMO energy is -4.31 eV.

ORCA input file:
```
! wB97M-V def2-TZVPD RIJCOSX def2/J DEFGRID3
* xyz -1 1
C -1.190 -2.296 0.703
H 3.837 -6.621 0.759
H -1.967 -2.246 -0.064
C -2.922 -2.599 2.332
H 4.693 3.086 -4.335
H 3.905 2.824 -0.435
N -1.458 0.147 1.492
H 2.651 3.737 -5.388
H 0.186 -1.067 1.805
H 1.411 1.804 -3.433
H -0.078 -6.002 3.882
C 3.326 2.927 -1.361
H -1.406 4.164 -1.040
N 4.096 -6.953 1.717
H 2.797 -4.640 0.952
H -0.297 3.663 0.247
H 0.333 4.575 -1.124
C -4.050 0.876 3.580
C 0.734 2.592 -3.771
H -3.084 0.458 3.869
H -3.048 -0.431 0.210
H -0.035 -0.557 0.137
H 0.596 -7.568 1.447
N 1.381 3.903 -3.739
C -0.394 3.815 -0.832
O 4.214 3.344 -2.387
H 3.544 -6.255 3.812
C 2.481 -4.950 2.043
H -4.058 1.953 3.750
C -0.569 -0.918 1.021
H -4.811 0.421 4.220
H -3.601 -2.305 1.524
O -4.366 0.554 2.232
C -2.554 0.472 0.579
H 3.512 1.937 -3.762
H -4.354 1.639 0.511
In 0.367 -5.879 2.115
H 3.095 4.961 -4.206
H 0.430 2.372 -4.802
H 2.581 3.701 -1.187
H -1.011 1.594 -3.017
C 2.729 3.932 -4.314
H 2.855 1.963 -1.579
H -1.842 -0.140 2.393
H -2.794 -1.795 3.054
O -1.653 -3.015 1.852
O -0.124 2.574 -1.472
H -1.222 3.340 -3.104
C -3.636 1.331 1.268
H -2.149 1.024 -0.278
H -3.374 -3.444 2.868
H 1.445 4.225 -2.773
H -0.839 -4.914 1.196
C 3.795 2.991 -3.711
C -0.509 2.545 -2.856
C 3.460 -6.164 2.645
H -3.209 2.240 1.708
H -0.391 -2.914 0.275
H 2.541 -4.008 2.770
*
```

The following is a quantum chemistry calculation of a 2-piece molecular cluster, C2H3FO2S overall at a distorted geometry, from the Open Molecules 2025 dataset.

As for the strongest force on any atom: 5.687 eV/Å. Its electronic energy is -726.47796 a.u. The calculation puts the LUMO energy at -0.025 Ha. The calculation puts the molar mass at 110.11 g mol⁻¹. The HOMO energy is -10.35 eV.

ORCA input file:
```
! wB97M-V def2-TZVPD RIJCOSX def2/J DEFGRID3
* xyz 0 1
H -0.211 -0.216 1.114
O 2.461 -2.710 0.989
C 0.126 -0.306 -1.039
S 2.960 -1.923 -0.106
F 0.522 -1.556 -1.047
C -0.199 0.301 0.079
O 3.366 -0.567 0.137
H 0.260 0.008 -2.056
H -0.520 1.215 0.011
*
```